Record 1
Entry from the OMol25 dataset: an isolated molecule of C4H3NO2 at a distorted geometry (wB97M-V/def2-TZVPD).

Cartesian coordinates (Å):
C1 -0.16995 0.25728 -0.06692
H1 0.33995 -0.75856 1.91101
C2 -0.68680 1.68327 0.54300
N1 0.87479 -1.83397 0.00613
H2 -0.24591 2.15778 1.56451
O1 -1.76155 2.21543 -0.07328
C3 0.54187 -1.31317 -1.23969
C4 0.27997 -0.76028 0.75359
O2 0.15030 -0.02206 -1.27092
H3 0.67732 -1.62572 -2.12743

Its SMILES is O=Cc1cnco1. Its HOMO-LUMO gap is 9.1998 eV. Its net charge is 0. The calculation puts the molar mass at 97.07 g/mol. The calculation puts the largest force on an atom at 8.28 eV Å⁻¹. For the highest occupied orbital energy, the calculation gives -9.69 eV. For the lowest unoccupied orbital energy, the calculation gives -0.5 eV.

Atomic partial charges in e from the natural (NBO) method, atoms 1 to 6: 0.148, 0.226, 0.341, -0.405, 0.192, -0.504

Record 2
Entry from the OMol25 dataset: an isolated molecule of C4H3NO2 at a distorted geometry (wB97M-V/def2-TZVPD).

Cartesian coordinates (Å):
N1 -1.56846 0.91508 -0.92896
H1 2.15899 0.21052 1.26891
C1 0.33146 0.97996 0.19422
C2 0.73270 -1.29344 0.43763
H2 -2.38899 0.61454 -1.41614
C3 1.22347 0.10749 0.72110
C4 -0.69937 0.14405 -0.40954
O1 -0.50744 -1.16883 -0.29039
O2 1.16004 -2.37393 0.69078
H3 -0.44239 1.86455 -0.26761

Its SMILES is [H]/N=C1/C=CC(=O)O1. Its HOMO-LUMO gap is 10.1158 eV. Its net charge is 0. The calculation puts the molar mass at 97.07 g/mol. The calculation puts the largest force on an atom at 3.46 eV Å⁻¹. For the highest occupied orbital energy, the calculation gives -10.62 eV. For the lowest unoccupied orbital energy, the calculation gives -0.5 eV.

Atomic partial charges in e from the natural (NBO) method, atoms 1 to 6: -0.693, 0.246, -0.244, 0.753, 0.380, -0.338